{"formula": "C6H9N", "method": "ωB97M-V/def2-TZVPD", "elements": ["C", "C", "C", "C", "C", "C", "H", "H", "H", "H", "H", "H", "H", "H", "H", "N"], "positions_angstrom": [[-0.69463, 1.18369, -0.65322], [-1.62387, 0.19093, -0.01162], [-1.08043, -0.91241, 0.50373], [0.44604, -1.00878, 0.46680], [1.08430, 0.29521, 1.00391], [0.74490, 0.75554, -0.41232], [-0.87470, 2.20412, -0.23475], [-0.81647, 1.21199, -1.75294], [-2.70265, 0.33617, 0.00605], [-1.72397, -1.65258, 1.03258], [0.80964, -1.99183, 0.86685], [0.71398, 0.82873, 1.86921], [2.17056, 0.15396, 1.13933], [1.41066, 1.51665, -0.82133], [1.86125, -0.89846, -0.97196], [0.84197, -0.67627, -0.93096]], "forces_ev_per_a": [[-0.194, 0.626, 0.204], [0.075, -0.660, -0.053], [-0.480, 0.134, 0.829], [-0.617, -1.771, 1.134], [0.149, -0.583, -0.211], [0.580, 0.712, -0.630], [0.121, -0.593, -0.405], [-0.205, 0.134, 0.482], [0.215, 0.130, -0.081], [0.793, 0.464, -0.521], [-0.282, 0.822, -0.434], [-0.469, -0.027, 0.152], [-0.348, 0.103, -0.260], [0.144, -0.254, -0.380], [-0.893, 0.279, -0.161], [1.411, 0.485, 0.337]], "e_lumo_ev": 1.1, "fmax_ha_per_bohr": 0.0426, "relative_energy_kcal_mol": 45.5, "e_tot_ev": -7856.186, "homo_ev": -9.2, "orbital_gap_ev": 10.2}